{
  "formula": "C47H110N6O12",
  "method": "ωB97M-V/def2-TZVPD",
  "mol_weight_g_mol": 951.427,
  "homo_lumo_gap_ev": 9.71,
  "e_tot_ev": -83998.5743,
  "total_charge": 4,
  "lumo_ev": -6.6,
  "species": ["C", "O", "C", "C", "N", "H", "H", "C", "C", "O", "C", "H", "H", "H", "H", "H", "H", "H", "H", "H", "H", "H", "H", "H", "H", "C", "O", "C", "C", "N", "H", "H", "C", "C", "O", "C", "H", "H", "H", "H", "H", "H", "H", "H", "H", "H", "H", "H", "H", "H", "C", "O", "C", "C", "N", "H", "H", "C", "C", "O", "C", "H", "H", "H", "H", "H", "H", "H", "H", "H", "H", "H", "H", "H", "H", "C", "C", "C", "C", "N", "C", "C", "C", "C", "C", "H", "H", "H", "H", "H", "H", "H", "H", "H", "H", "H", "H", "H", "H", "H", "H", "H", "H", "H", "H", "C", "C", "C", "C", "N", "C", "C", "C", "C", "C", "H", "H", "H", "H", "H", "H", "H", "H", "H", "H", "H", "H", "H", "H", "H", "H", "H", "H", "H", "H", "C", "C", "C", "C", "N", "C", "C", "C", "C", "C", "H", "H", "H", "H", "H", "H", "H", "H", "H", "H", "H", "H", "H", "H", "H", "H", "H", "H", "H", "H", "O", "C", "O", "O", "H", "O", "C", "O", "O", "H"],
  "positions_angstrom": [[9.43786, -13.68478, 27.82014], [8.10619, -13.40452, 27.28266], [7.30458, -12.63888, 28.16234], [6.25472, -13.60657, 28.77326], [5.69874, -14.31357, 27.59141], [5.11365, -13.60870, 27.04612], [6.53126, -14.47647, 26.97190], [4.96551, -15.53382, 27.69290], [5.77301, -16.70576, 27.06791], [6.99307, -16.63355, 27.65968], [7.91678, -17.69640, 27.49119], [9.38334, -14.16159, 28.77184], [10.02614, -12.71471, 27.81771], [9.88283, -14.41927, 27.13602], [6.75184, -11.92413, 27.58694], [7.93136, -12.26854, 28.96987], [5.54152, -13.00751, 29.37536], [6.74748, -14.36034, 29.41382], [4.03056, -15.24482, 27.19180], [4.77111, -15.79252, 28.75755], [5.83042, -16.60165, 25.97722], [5.26612, -17.64396, 27.31055], [8.29386, -17.88195, 26.48850], [7.49864, -18.65021, 27.79374], [8.77609, -17.55785, 28.11883], [-3.79561, -15.41835, 29.28848], [-2.46344, -14.93936, 28.93974], [-2.13974, -14.94117, 27.57518], [-0.58797, -15.01978, 27.43849], [0.08002, -14.11217, 28.43402], [0.10282, -13.17105, 28.03715], [-0.57433, -14.09647, 29.28354], [1.42720, -14.57950, 28.80536], [1.38084, -15.69032, 29.90368], [0.30470, -15.46354, 30.75731], [0.46995, -16.33183, 31.87097], [-4.58915, -14.70237, 29.03704], [-3.79525, -15.45523, 30.37239], [-4.01814, -16.41084, 28.87826], [-2.41944, -13.94596, 27.18835], [-2.58587, -15.77229, 26.99578], [-0.29628, -14.88708, 26.39934], [-0.34114, -16.06815, 27.78133], [1.95475, -13.73195, 29.16997], [1.83912, -15.00655, 27.86829], [2.34948, -15.67423, 30.40100], [1.33283, -16.73945, 29.47974], [1.27714, -16.04592, 32.53967], [0.58034, -17.36461, 31.56741], [-0.38958, -16.35512, 32.55176], [1.64419, -7.28601, 26.14943], [1.18038, -7.17394, 27.49946], [2.14090, -7.23625, 28.55551], [2.55559, -5.81676, 28.95093], [1.35385, -5.03824, 29.43977], [0.57705, -5.21030, 28.73900], [1.10376, -5.37469, 30.35047], [1.47642, -3.58791, 29.52947], [0.11315, -2.97619, 29.81791], [-0.78534, -3.81817, 29.08185], [-1.97822, -3.20368, 28.66485], [2.53762, -6.69958, 25.92589], [0.83760, -6.88727, 25.54069], [1.73398, -8.32215, 25.89162], [3.04823, -7.74684, 28.20818], [1.74515, -7.76924, 29.38151], [2.92501, -5.32766, 28.05033], [3.27059, -5.92058, 29.75279], [1.63823, -3.31533, 28.43370], [2.26931, -3.15906, 30.14738], [0.04864, -1.93664, 29.41539], [-0.11113, -3.00482, 30.88674], [-2.64052, -3.04186, 29.54054], [-2.54814, -3.85724, 28.00808], [-1.84042, -2.24701, 28.15548], [0.46623, -16.15875, 23.09543], [0.98906, -17.60245, 23.42904], [2.43835, -17.80209, 23.07266], [2.56241, -17.85896, 21.59684], [3.74847, -18.50617, 21.02104], [3.80407, -18.43467, 19.52930], [4.71007, -19.61073, 19.08718], [4.77689, -20.55559, 20.29587], [3.74193, -20.01568, 21.22278], [4.90573, -17.86352, 21.64484], [-0.60998, -16.10905, 23.04186], [0.80141, -15.84616, 22.07876], [1.05576, -15.52641, 23.76300], [0.40472, -18.40088, 22.91737], [0.81994, -17.81213, 24.47893], [2.72042, -18.79479, 23.39561], [3.06504, -17.05110, 23.57260], [2.54988, -16.84069, 21.13770], [1.75688, -18.31675, 21.09997], [4.10442, -17.46389, 19.13320], [2.75205, -18.53007, 19.19327], [5.68905, -19.37273, 18.67696], [4.08844, -20.09104, 18.34379], [5.77596, -20.46063, 20.76930], [4.66576, -21.61113, 20.09241], [3.93278, -20.34213, 22.27022], [2.76815, -20.40831, 20.96537], [4.94615, -18.00669, 22.75595], [4.82648, -16.79312, 21.43484], [5.87437, -18.26727, 21.36477], [5.97435, -9.28007, 26.75840], [6.67682, -9.48389, 25.43840], [5.93516, -10.33221, 24.39195], [6.74607, -10.24633, 23.09268], [6.59024, -11.43536, 22.17261], [7.51219, -11.22761, 20.96016], [7.70617, -12.66823, 20.40660], [7.48020, -13.60788, 21.63170], [7.23619, -12.68681, 22.83762], [5.19266, -11.56555, 21.75956], [5.19295, -8.55854, 26.52539], [6.68946, -8.94663, 27.54006], [5.38379, -10.11268, 27.14509], [7.63278, -9.95755, 25.63641], [6.82620, -8.52283, 25.02143], [4.98390, -9.88811, 24.27643], [5.66945, -11.36124, 24.73633], [7.80492, -10.19153, 23.37832], [6.52521, -9.33313, 22.50778], [7.03402, -10.45012, 20.35625], [8.43870, -10.91557, 21.37226], [6.98168, -12.92785, 19.62450], [8.73093, -12.62271, 20.02489], [6.58324, -14.25563, 21.48729], [8.41132, -14.11908, 21.89890], [6.63231, -13.16929, 23.59277], [8.16360, -12.38461, 23.30323], [4.62955, -11.77367, 22.66915], [5.14982, -12.47703, 21.15831], [4.81433, -10.67865, 21.29498], [-2.79270, -9.07416, 18.50334], [-3.13582, -10.26743, 19.45116], [-1.95110, -11.16010, 19.82584], [-1.10931, -10.36803, 20.76679], [0.10085, -11.06087, 21.35322], [0.66548, -10.09465, 22.32923], [-0.21155, -10.28164, 23.60524], [-1.04175, -11.57625, 23.39382], [-0.30148, -12.23845, 22.21620], [1.05443, -11.57306, 20.34831], [-1.94800, -8.47403, 18.84100], [-3.65955, -8.37778, 18.46938], [-2.59997, -9.32548, 17.46289], [-3.82237, -10.92539, 18.95439], [-3.51165, -9.86201, 20.39771], [-1.51166, -11.54756, 18.91386], [-2.35530, -12.00096, 20.36378], [-1.77359, -10.02254, 21.53681], [-0.74586, -9.46728, 20.29339], [1.67523, -10.32042, 22.50738], [0.64985, -9.07369, 21.92393], [0.50281, -10.52779, 24.41167], [-0.83960, -9.44349, 23.74387], [-1.19760, -12.14714, 24.27217], [-2.12321, -11.33991, 23.12139], [0.62916, -12.81548, 22.51633], [-0.95557, -12.93994, 21.65680], [0.60771, -12.31586, 19.68153], [1.88341, -12.11165, 20.87528], [1.38970, -10.71516, 19.83230], [4.76064, -14.14123, 24.31092], [3.84388, -14.11129, 23.22792], [2.96085, -13.24949, 23.43936], [4.06813, -14.91190, 22.33262], [4.34187, -13.50442, 24.95214], [2.30401, -11.72446, 25.33875], [2.84670, -12.18747, 26.51879], [2.17045, -11.89755, 27.60657], [3.98253, -12.63503, 26.39234], [2.79315, -12.18541, 24.56422]],
  "mulliken_charge": [-0.876, -0.300, -0.010, -0.810, 1.376, -0.411, 0.463, 0.178, -0.681, -0.287, -0.900, 0.353, 0.317, 0.246, -0.411, 0.605, 0.372, 0.372, -0.377, 0.205, 0.205, 0.609, 0.343, 0.365, 0.290, -0.799, -0.325, -0.709, -0.675, 0.197, 0.440, 0.587, -0.515, -1.024, -0.348, -0.804, 0.307, 0.275, 0.326, 0.290, 0.465, 0.454, 0.262, 0.519, 0.152, 0.584, 0.433, 0.312, 0.354, 0.296, -0.508, -0.428, -0.182, -0.697, -0.113, 0.524, 0.385, -0.578, -0.563, -0.338, -0.790, 0.371, 0.273, 0.055, 0.048, 0.489, 0.307, 0.393, 0.336, 0.360, 0.400, 0.357, 0.298, 0.286, 0.333, -0.602, -1.202, 0.086, -1.187, 0.456, -0.661, -0.546, -0.722, -0.602, -1.202, 0.619, 0.281, -0.202, 0.424, 0.429, 0.519, -0.201, 0.520, 0.608, 0.346, 0.418, 0.345, 0.318, 0.298, 0.462, 0.370, 0.444, 0.298, 0.510, 0.512, -1.453, -1.099, 0.996, -1.495, 0.510, -0.561, -0.884, -0.200, 0.288, -0.871, 0.363, 0.330, 0.237, 0.509, 0.608, 0.402, -0.275, 0.474, 0.394, 0.478, 0.454, 0.322, 0.377, -0.124, 0.580, -0.524, 0.652, 0.024, 0.544, 0.273, -1.186, -0.678, -0.006, -1.069, 0.633, -0.588, -0.197, -1.098, -0.139, -0.734, 0.328, 0.353, 0.329, 0.421, 0.346, 0.334, 0.212, 0.254, 0.395, 0.064, 0.410, -0.158, 0.584, 0.631, 0.294, -0.217, 0.513, 0.311, 0.011, 0.402, -0.500, 0.414, -0.094, -0.656, -0.183, 0.170, -0.061, -0.987, -0.820, 0.192]
}